Computed, not measured: the ion C4H10N with charge +1, with ωB97M-V/def2-TZVPD.

LUMO = -0.14616 Ha
charge = +1
spin multiplicity = 1
SMILES = C=CCC[NH3+]
highest occupied orbital energy = -13.27 eV
gap between HOMO and LUMO = 9.294 eV

Positions of all 15 atoms, in Å:
C  2.32  -0.91  -0.76
C  1.48  -0.36  0.14
C  -0.01  -0.56  -0.01
C  -0.68  0.83  0.22
N  -2.16  0.70  0.30
H  3.39  -0.94  -0.59
H  2.21  -1.47  -1.67
H  2.02  0.44  0.81
H  -0.26  -1.38  0.77
H  -0.17  -0.95  -0.95
H  -0.27  1.19  1.19
H  -0.28  1.50  -0.63
H  -2.45  0.03  -0.33
H  -2.41  0.27  1.26
H  -2.72  1.62  0.24


Computed, not measured: a cluster of 2 separate species, C4H10N in total, with ωB97M-V/def2-TZVPD.

LUMO = -0.30621 Ha
charge = +1
spin multiplicity = 1
highest occupied orbital energy = -12.41 eV
gap between HOMO and LUMO = 4.073 eV

Positions of all 15 atoms, in Å:
C  2.09  1.10  -0.44
C  2.21  -0.31  0.21
C  0.88  -0.97  0.28
C  -0.23  -0.27  0.07
N  -4.02  0.08  0.14
H  1.07  1.36  -0.09
H  1.89  0.86  -1.49
H  2.95  1.74  -0.42
H  2.50  -0.31  1.27
H  2.98  -0.97  -0.18
H  0.76  -1.99  0.64
H  -1.02  -0.71  -0.56
H  -3.13  -0.22  -0.15
H  -4.44  0.91  -0.23
H  -4.48  -0.29  0.95


| no. | maximum force (eV/A) |
| --- | --- |
| 1 | 4.496 |
| 2 | 3.540 |